{"formula": "C20H17N5O3", "method": "ωB97M-V with the def2-TZVPD basis set", "symbols": ["O", "N", "N", "N", "O", "O", "C", "C", "C", "C", "C", "C", "C", "C", "C", "C", "C", "C", "C", "C", "C", "C", "C", "C", "N", "N", "C", "C", "H", "H", "H", "H", "H", "H", "H", "H", "H", "H", "H", "H", "H", "H", "H", "H", "H"], "xyz": [[3.6878, -0.8137, -0.5711], [1.3573, 1.7449, -1.5650], [-0.2099, 0.6525, -0.2614], [-0.5832, 3.6170, -2.5034], [5.4859, 0.6019, -2.3689], [-1.1060, -2.1439, 6.0135], [3.2705, 0.1985, -1.1319], [0.1518, 1.7374, -1.0490], [0.8795, 0.0196, -0.3832], [6.1322, 1.6176, -2.8486], [5.4329, 2.8470, -2.7476], [4.2191, 2.5013, -2.0470], [4.2931, 1.0992, -1.8130], [-1.5353, 4.4554, -2.8996], [-0.8068, 2.8491, -1.4544], [-2.7224, 4.5813, -2.1783], [-2.0069, 2.8948, -0.7844], [-2.9974, 3.8153, -1.1004], [-1.8855, -1.7995, 3.7436], [0.2346, -2.8037, 4.1561], [-1.6630, -1.5850, 2.3873], [0.5028, -2.6793, 2.8165], [-0.9377, -2.2711, 4.6504], [-0.4318, -2.1232, 1.9092], [1.9586, 0.7131, -0.9480], [0.9912, -1.0985, 0.4166], [-0.4297, -1.0456, 6.6550], [-0.1542, -2.0124, 0.4933], [7.0943, 1.5333, -3.3503], [5.7446, 3.8503, -3.0760], [3.3504, 3.1322, -1.8713], [-1.4034, 4.9991, -3.8364], [-3.4629, 5.3734, -2.4026], [-2.1413, 2.4100, 0.1613], [-3.8866, 4.0103, -0.4694], [-2.8146, -1.4952, 4.1925], [1.0467, -3.1213, 4.8034], [-2.3619, -1.1202, 1.6770], [1.4488, -3.0689, 2.5227], [1.8976, -1.5160, 0.2806], [-0.6967, -0.9961, 7.7678], [0.6207, -1.0750, 6.6909], [-0.7037, -0.0952, 6.1424], [-0.0109, -3.0008, -0.0409], [-1.0356, -1.5771, 0.0350]], "de_lowest_kj_mol": 227.4, "energy_ev": -34605.42145, "e_homo_ev": -8.46}

---

{"formula": "C4H6N", "method": "ωB97M-V with the def2-TZVPD basis set", "symbols": ["C", "C", "C", "C", "N", "H", "H", "H", "H", "H", "H"], "xyz": [[-0.9960, 0.3264, -0.1325], [0.0550, 1.1434, -0.0579], [-2.1016, -0.4284, -0.0407], [1.3045, 0.5448, -0.0800], [1.4992, -0.7308, 0.0449], [-2.8621, -0.6051, -0.7515], [0.1561, 2.1793, 0.1246], [-2.2656, -1.0161, 0.8349], [2.1717, 1.0502, -0.4369], [2.3514, -1.1715, 0.1517], [0.6874, -1.2922, 0.3433]], "de_lowest_kj_mol": 0.0, "s_squared": 2.011, "energy_ev": -5723.04964, "total_charge": 1, "spin_multiplicity": 3, "e_homo_ev": [-12.15, -15.57]}

---

{"formula": "C36H50N4O15", "method": "ωB97M-V with the def2-TZVPD basis set", "symbols": ["C", "C", "C", "O", "C", "O", "O", "H", "H", "H", "H", "H", "H", "C", "C", "C", "O", "C", "O", "O", "H", "H", "H", "H", "H", "H", "C", "C", "C", "O", "C", "O", "O", "H", "H", "H", "H", "H", "H", "C", "C", "C", "O", "C", "O", "O", "H", "H", "H", "H", "H", "H", "C", "C", "C", "O", "C", "O", "O", "H", "H", "H", "H", "H", "H", "C", "C", "C", "N", "C", "H", "H", "H", "H", "H", "C", "C", "C", "N", "C", "H", "H", "H", "H", "H", "C", "C", "C", "N", "C", "H", "H", "H", "H", "H", "C", "C", "C", "N", "C", "H", "H", "H", "H", "H"], "xyz": [[-20.8975, -0.6094, 6.9112], [-19.9473, -1.4248, 6.1313], [-19.6584, -0.7747, 4.7574], [-18.5845, 0.0853, 5.1175], [-17.9108, -0.4420, 6.1580], [-16.8076, -0.0873, 6.5035], [-18.6620, -1.4559, 6.7344], [-20.5445, 0.3853, 7.0646], [-21.2042, -1.0647, 7.8237], [-21.8266, -0.4899, 6.3196], [-20.3142, -2.4447, 6.0679], [-20.4820, -0.1868, 4.4576], [-19.5054, -1.5364, 4.0123], [-23.6529, -8.8389, 10.0569], [-23.7069, -9.9855, 9.1018], [-25.0888, -10.5241, 8.9278], [-25.3517, -10.4153, 7.5546], [-24.2390, -9.8615, 6.9552], [-24.2994, -9.5198, 5.8113], [-23.2179, -9.6447, 7.7595], [-24.0775, -7.9375, 9.6372], [-22.5715, -8.6610, 10.3031], [-24.2587, -9.1385, 10.9602], [-23.0284, -10.7771, 9.3502], [-25.9085, -10.0648, 9.4594], [-25.1420, -11.5291, 9.2681], [-17.0266, -6.5556, 8.1432], [-17.4496, -7.0121, 9.4929], [-18.9499, -6.7866, 9.9319], [-19.4088, -8.0840, 10.3491], [-18.4687, -9.0138, 10.1009], [-18.6001, -10.1515, 10.3185], [-17.3916, -8.4321, 9.5474], [-16.0757, -7.0267, 7.9772], [-16.8987, -5.4667, 8.1431], [-17.6768, -6.9135, 7.3977], [-16.6828, -6.7119, 10.2327], [-19.5679, -6.3944, 9.1259], [-18.9505, -6.0751, 10.7909], [-26.8724, -5.7912, 4.0158], [-25.8792, -6.9121, 4.4864], [-24.4662, -6.4082, 4.7696], [-24.4459, -6.3716, 6.2154], [-25.4727, -7.0543, 6.7205], [-25.5914, -7.4138, 7.8453], [-26.3032, -7.4624, 5.6858], [-26.4954, -5.1706, 3.2020], [-26.9642, -5.0892, 4.8306], [-27.8432, -6.2197, 3.7582], [-25.9235, -7.7185, 3.7509], [-24.2967, -5.3908, 4.4643], [-23.6512, -7.0869, 4.4180], [-16.7996, -10.9145, 1.3078], [-17.0491, -10.8466, 2.8077], [-15.8009, -11.0865, 3.6977], [-16.0088, -10.1183, 4.7695], [-16.8884, -9.2202, 4.3271], [-17.1812, -8.2603, 4.9434], [-17.3365, -9.5208, 3.1146], [-17.7054, -10.5216, 0.8714], [-16.6127, -11.9256, 1.0231], [-15.9884, -10.2389, 0.9637], [-17.9649, -11.4843, 3.0053], [-14.8476, -10.9471, 3.1823], [-15.8038, -12.0615, 4.0695], [-19.2585, -11.1442, 5.6603], [-19.4465, -12.5164, 5.9385], [-19.0584, -12.7047, 7.2458], [-18.5274, -11.4986, 7.6951], [-18.5894, -10.5641, 6.7375], [-19.6717, -10.5479, 4.7814], [-19.7800, -13.3293, 5.2895], [-19.1534, -13.6044, 7.8696], [-18.2216, -11.3254, 8.6274], [-18.3397, -9.5300, 6.8783], [-23.2788, -2.4051, 3.9508], [-22.1712, -2.4754, 3.0265], [-21.2953, -3.4512, 3.4707], [-21.8159, -3.9507, 4.6141], [-22.9799, -3.3035, 4.9319], [-24.0779, -1.6923, 3.8783], [-22.1120, -1.9545, 2.0549], [-20.4348, -3.9715, 3.0240], [-21.4442, -4.7346, 5.1449], [-23.5680, -3.5014, 5.8191], [-16.7282, -5.3662, 3.3709], [-17.4223, -4.3483, 2.6729], [-17.1036, -3.1493, 3.2613], [-16.1938, -3.4365, 4.2699], [-15.9665, -4.8042, 4.3377], [-16.6764, -6.4239, 3.0585], [-18.0990, -4.5163, 1.8561], [-17.2763, -2.1202, 3.0948], [-15.8888, -2.6557, 4.8597], [-15.2824, -5.2741, 5.0678], [-20.0552, -4.6049, 7.2386], [-20.9517, -5.6579, 7.0319], [-20.3917, -6.4493, 6.0742], [-19.1891, -5.9386, 5.6844], [-18.9949, -4.7311, 6.3696], [-20.2837, -3.8987, 8.0566], [-21.8577, -5.8682, 7.5891], [-20.7635, -7.4456, 5.8154], [-18.6035, -6.2161, 4.9091], [-18.0837, -4.1626, 6.3078]], "energy_ev": -74815.79432, "smiles": "C[C@H]1COC(=O)O1.C[C@H]1COC(=O)O1.C[C@H]1COC(=O)O1.C[C@H]1COC(=O)O1.C[C@H]1COC(=O)O1.c1cc[nH]c1.c1cc[nH]c1.c1cc[nH]c1.c1cc[nH]c1", "e_homo_ev": -8.01}

---

{"formula": "C42H43InO4P3S", "method": "ωB97M-V with the def2-TZVPD basis set", "symbols": ["In", "O", "S", "C", "C", "C", "C", "C", "C", "P", "C", "C", "C", "C", "C", "C", "C", "C", "C", "C", "C", "C", "C", "C", "C", "C", "C", "C", "P", "C", "C", "C", "C", "C", "C", "C", "C", "C", "C", "C", "C", "H", "H", "H", "H", "H", "H", "H", "H", "H", "H", "H", "H", "H", "H", "H", "H", "H", "H", "H", "H", "H", "H", "H", "H", "H", "H", "H", "H", "C", "C", "O", "P", "O", "C", "C", "O", "C", "C", "H", "H", "H", "H", "H", "H", "H", "H", "H", "H", "H", "H", "H", "H", "H"], "xyz": [[0.0419, -0.0310, 0.7878], [0.1307, 2.4332, 1.2025], [-0.3521, 2.7154, -0.2035], [-1.8433, 3.5987, -0.0482], [-2.0515, 4.9483, 0.1688], [-3.3632, 5.3818, 0.3099], [-4.4186, 4.4799, 0.2384], [-4.1895, 3.1140, 0.0998], [-2.8846, 2.6599, -0.0374], [-2.4606, 0.8735, -0.1466], [-2.5525, 0.3705, -1.8679], [-1.3889, 0.2780, -2.6324], [-1.4687, -0.0502, -3.9763], [-2.7090, -0.2923, -4.5544], [-3.8681, -0.2050, -3.7931], [-3.7979, 0.1235, -2.4484], [-3.6789, -0.0190, 0.8095], [-4.0172, -1.3260, 0.4405], [-4.9338, -2.0359, 1.1992], [-5.4914, -1.4619, 2.3338], [-5.1290, -0.1778, 2.7231], [-4.2148, 0.5426, 1.9732], [0.9435, 3.5968, -1.0047], [0.8407, 4.8021, -1.6700], [1.9673, 5.2833, -2.3339], [3.1442, 4.5515, -2.3462], [3.2202, 3.3168, -1.7051], [2.1110, 2.8269, -1.0272], [2.2687, 1.2353, -0.1425], [3.3299, 0.1869, -1.1254], [4.5694, -0.2437, -0.6535], [5.3605, -1.0500, -1.4622], [4.9144, -1.4307, -2.7205], [3.6770, -0.9986, -3.1913], [2.8805, -0.1979, -2.3937], [3.0245, 1.5479, 1.4515], [3.1170, 0.4790, 2.3421], [3.7103, 0.6528, 3.5792], [4.2035, 1.9051, 3.9334], [4.0982, 2.9726, 3.0553], [3.5026, 2.8023, 1.8107], [-1.2283, 5.6457, 0.2527], [-3.5609, 6.4319, 0.4829], [-5.4369, 4.8392, 0.3130], [-5.0205, 2.4208, 0.0968], [-0.4221, 0.4666, -2.1766], [-0.5701, -0.1147, -4.5772], [-2.7721, -0.5541, -5.6027], [-4.8317, -0.3938, -4.2483], [-4.7056, 0.1920, -1.8612], [-3.5940, -1.7632, -0.4538], [-5.2209, -3.0369, 0.9033], [-6.2095, -2.0191, 2.9217], [-5.5608, 0.2613, 3.6128], [-3.9232, 1.5355, 2.2931], [-0.0856, 5.3566, -1.7024], [1.9094, 6.2293, -2.8570], [4.0085, 4.9277, -2.8776], [4.1359, 2.7381, -1.7438], [4.9286, 0.0642, 0.3203], [6.3318, -1.3718, -1.1099], [5.5323, -2.0697, -3.3383], [3.3456, -1.2843, -4.1821], [1.9150, 0.1442, -2.7567], [2.7501, -0.4991, 2.0451], [3.7942, -0.1773, 4.2694], [4.6655, 2.0452, 4.9015], [4.4783, 3.9454, 3.3379], [3.4237, 3.6419, 1.1324], [-1.9827, -5.6748, 2.1133], [-1.6570, -5.2011, 0.7201], [-0.5555, -4.2166, 0.7316], [-0.8152, -2.6685, 0.8096], [0.1002, -2.0829, 2.0570], [1.3641, -2.7038, 2.5307], [1.0881, -3.7379, 3.5920], [0.2124, -2.0717, -0.3536], [0.7455, -2.7785, -1.5266], [2.1085, -3.3560, -1.2477], [-2.8633, -6.3170, 2.0682], [-2.2029, -4.8342, 2.7756], [-1.1644, -6.2553, 2.5382], [-2.5265, -4.7499, 0.2400], [-1.2979, -6.0103, 0.0931], [1.9475, -1.8882, 2.9431], [1.8965, -3.1212, 1.6751], [0.4562, -3.3276, 4.3799], [2.0386, -4.0372, 4.0353], [0.6077, -4.6206, 3.1731], [0.7856, -2.0339, -2.3188], [0.0371, -3.5515, -1.8196], [2.8204, -2.5715, -0.9783], [2.4724, -3.8506, -2.1501], [2.0655, -4.0992, -0.4506]], "energy_ev": -96293.21943, "total_charge": 3, "e_homo_ev": -16.14}

---

{"formula": "C16H34Br6FO2P", "method": "ωB97M-V with the def2-TZVPD basis set", "symbols": ["C", "C", "O", "O", "C", "C", "C", "C", "C", "C", "P", "C", "C", "F", "H", "H", "H", "H", "H", "H", "H", "H", "H", "H", "H", "H", "H", "H", "H", "H", "H", "H", "H", "H", "H", "H", "Br", "C", "C", "Br", "H", "H", "H", "H", "Br", "C", "C", "Br", "H", "H", "H", "H", "Br", "C", "C", "Br", "H", "H", "H", "H"], "xyz": [[2.1427, -0.6877, -1.0889], [1.9782, 0.4649, -0.1372], [1.7221, 0.3272, 1.0333], [2.2156, 1.7045, -0.6483], [1.3294, 2.1404, -1.6928], [0.0378, 2.7141, -1.1280], [-1.0968, 2.7114, -2.1575], [-2.3957, 3.3387, -1.6166], [-3.4296, 2.3010, -1.1777], [-4.7611, 2.8880, -0.7039], [-6.2086, 1.8682, -1.3610], [-7.6083, 0.8025, -2.0881], [-7.1174, -0.0884, -3.2090], [-8.6195, 1.6562, -2.5673], [3.1066, -0.6288, -1.5977], [1.3565, -0.6962, -1.8494], [2.0807, -1.6162, -0.5200], [1.1071, 1.3148, -2.3787], [1.8818, 2.8917, -2.2618], [-0.2688, 2.1044, -0.2676], [0.2056, 3.7321, -0.7589], [-0.7796, 3.2162, -3.0753], [-1.3032, 1.6628, -2.4133], [-2.8463, 3.9979, -2.3672], [-2.1506, 3.9795, -0.7581], [-3.5977, 1.6201, -2.0314], [-2.9889, 1.6775, -0.3902], [-4.8197, 2.9241, 0.3897], [-4.8763, 3.9158, -1.0704], [-5.9560, 2.3667, -2.6801], [-5.5963, 0.6586, -0.8977], [-7.1465, 2.5203, -0.5113], [-8.0294, 0.2026, -1.2662], [-7.9523, -0.5386, -3.7507], [-6.5130, 0.4848, -3.9258], [-6.4879, -0.8831, -2.7946], [-0.5839, -0.8003, 4.4466], [1.0297, 0.0844, 5.0781], [2.2246, -0.2424, 4.2252], [2.8705, -2.0511, 4.5479], [1.1627, -0.2181, 6.1118], [0.8188, 1.1501, 5.0315], [3.0564, 0.4131, 4.4729], [2.0110, -0.1758, 3.1647], [5.6281, 1.0193, -0.4926], [6.7170, -0.5449, -0.8693], [7.0575, -0.6649, -2.3313], [5.5002, -1.1504, -3.3880], [6.1503, -1.4006, -0.5163], [7.6223, -0.4391, -0.2765], [7.7863, -1.4574, -2.4830], [7.4323, 0.2641, -2.7478], [5.0593, -7.0128, 2.6648], [3.3251, -6.9951, 3.5445], [3.0899, -5.7200, 4.3090], [4.1415, -5.6429, 5.9432], [3.2961, -7.8690, 4.1869], [2.5888, -7.0988, 2.7511], [2.0502, -5.6526, 4.6204], [3.3511, -4.8433, 3.7259]], "de_lowest_kj_mol": 7.6, "energy_ev": -453497.85311, "smiles": "CC(=O)OCCCCCC[PH3][C@H](C)F.BrCCBr.BrCCBr.BrCCBr", "e_homo_ev": -8.42}

---

{"formula": "C20H40NOP3PtS", "method": "ωB97M-V with the def2-TZVPD basis set", "symbols": ["Pt", "P", "P", "P", "H", "C", "C", "H", "C", "C", "C", "C", "C", "C", "C", "C", "C", "H", "H", "H", "H", "H", "H", "H", "H", "H", "H", "H", "H", "H", "H", "H", "H", "H", "H", "H", "H", "H", "H", "H", "H", "H", "H", "H", "H", "H", "C", "C", "C", "C", "C", "C", "O", "H", "H", "H", "H", "H", "H", "S", "C", "C", "N", "C", "H", "H", "H"], "xyz": [[1.1958, -0.5945, -0.7635], [3.2314, -0.1415, -1.6921], [-0.0553, 1.0356, -1.8791], [1.3046, -2.4614, 0.5356], [-3.5165, -2.1404, -1.7566], [-3.4588, -2.4635, -0.7106], [-3.6209, -1.6065, 0.3083], [-3.8978, -0.5587, 0.1410], [3.2026, -0.5305, -3.4660], [3.6476, 1.6210, -1.5418], [4.6433, -1.0806, -1.0394], [-1.8145, 0.6397, -1.7183], [0.0978, 2.7262, -1.2308], [0.2155, 1.1782, -3.6654], [-0.3720, -2.9055, 1.0581], [2.2902, -2.3772, 2.0635], [1.9326, -3.8703, -0.4111], [-3.3359, -3.5414, -0.5405], [-3.5322, -1.9356, 1.3508], [4.1646, -0.9826, -3.7374], [3.0593, 0.3858, -4.0498], [2.3976, -1.2407, -3.6983], [4.7230, 1.7410, -1.7278], [3.4242, 1.9842, -0.5304], [3.0866, 2.2174, -2.2739], [5.5674, -0.6849, -1.4829], [4.5479, -2.1443, -1.2994], [4.7006, -0.9722, 0.0521], [-2.3516, 1.1184, -2.5468], [-2.2050, 1.0144, -0.7661], [-1.9674, -0.4429, -1.7776], [-0.1823, 3.4235, -2.0316], [1.1173, 2.9480, -0.9001], [-0.5880, 2.8588, -0.3870], [-0.5385, 1.8723, -4.0598], [0.0732, 0.1910, -4.1231], [1.2142, 1.5697, -3.8869], [-0.3752, -3.9297, 1.4570], [-1.0775, -2.8376, 0.2213], [-0.7065, -2.2137, 1.8413], [2.1461, -3.3043, 2.6375], [1.9707, -1.5245, 2.6740], [3.3548, -2.2643, 1.8235], [1.8275, -4.7834, 0.1903], [2.9899, -3.7166, -0.6583], [1.3549, -3.9780, -1.3384], [-0.3250, -2.9111, -3.6336], [0.6530, -3.0897, -4.6907], [1.1778, -4.3378, -4.9648], [0.7559, -5.4661, -4.2461], [-0.2206, -5.3418, -3.2481], [-0.7557, -4.1071, -2.9365], [-0.7558, -1.7619, -3.3015], [2.3236, -0.1828, 0.3100], [0.9500, -2.2015, -5.2465], [1.9349, -4.4377, -5.7455], [1.1749, -6.4472, -4.4751], [-0.5646, -6.2205, -2.6983], [-1.5159, -3.9705, -2.1686], [1.0538, 2.5024, 3.1477], [-0.5377, 1.8616, 2.8495], [-0.5156, 0.9274, 1.8267], [0.7437, 0.7538, 1.2904], [1.6643, 1.5099, 1.8858], [-1.4168, 2.1623, 3.3981], [-1.3596, 0.3666, 1.4293], [2.7278, 1.4994, 1.6463]], "de_lowest_kj_mol": 341.2, "s_squared": 6.054, "energy_ev": -66827.72933, "total_charge": 4, "spin_multiplicity": 5, "e_homo_ev": [-18.89, -19.77]}